Model w:
Entry from the Open Molecules 2025 dataset: C22H17NO6S3SbZn as an isolated structure (ωB97M-V/def2-TZVPD).

As for the charge: -2. The HOMO energy (alpha / beta) is -1.75 / -2.13 eV. As for the LUMO energy (alpha / beta): 4.5 / 3.8 eV. The spin multiplicity is 2. The value obtained for the orbital gap (alpha / beta) is 6.26 / 5.92 eV.

Geometry as XYZ:
```
51
C22H17NO6S3SbZn (ωB97M-V/def2-TZVPD)
Zn 0.68291 -1.80775 -1.40205
O -0.92510 -0.11258 -0.84134
C -0.83883 0.89535 -1.83896
C -0.43817 0.21177 -3.24091
O -0.64305 0.85590 -4.25912
O 0.05346 -0.92512 -3.13886
C 0.27895 1.83746 -1.44215
C 0.61040 1.99233 -0.10033
C 1.62600 2.85230 0.27576
C 2.32589 3.57157 -0.67672
C 2.01303 3.40512 -2.01439
C 0.99587 2.55007 -2.39731
C -2.12659 1.66130 -1.99732
C -3.26543 1.34134 -1.26266
C -4.43703 2.05774 -1.42560
C -4.51513 3.08610 -2.34835
C -3.39496 3.39299 -3.10348
C -2.20913 2.71046 -2.91376
H -1.62623 -0.73130 -1.09020
H 0.10034 1.40452 0.64437
H 1.88001 2.95293 1.32088
H 3.12986 4.23796 -0.38395
H 2.56878 3.94615 -2.76899
H 0.78376 2.39601 -3.44436
H -3.23917 0.53668 -0.54145
H -5.29900 1.81798 -0.81774
H -5.43197 3.65028 -2.46969
H -3.44615 4.18720 -3.83659
H -1.34384 2.96760 -3.49845
S 0.78619 -6.89741 -1.57052
Sb 0.81458 -4.77492 -0.63996
S 2.41056 -3.41371 -1.81385
S -1.08786 -3.49013 -1.29007
O 1.77391 -0.34296 4.30500
C 1.27993 -1.59163 4.30321
C 1.10186 -2.25346 5.51974
C 0.59974 -3.53917 5.55244
C 0.25557 -4.18438 4.37477
C 0.42064 -3.53474 3.16449
C 0.93508 -2.24737 3.10548
C 1.12423 -1.53515 1.78215
O 1.54949 -0.35822 1.81619
O 0.86356 -2.17798 0.74085
H 1.77174 -0.08704 3.31262
H 1.35389 -1.73700 6.43512
H 0.47296 -4.03878 6.50664
H -0.14454 -5.18884 4.40222
H 0.14382 -4.02307 2.23722
N 3.31280 -0.44665 -0.40891
C 2.36550 -0.42053 -1.07259
H 4.02688 -0.65923 0.25145
```

---

Model x:
Entry from the Open Molecules 2025 dataset: C22H17NO6S3SbZn as an isolated structure (ωB97M-V/def2-TZVPD).

As for the charge: -2. The HOMO energy (alpha / beta) is -1.67 / -2.43 eV. As for the LUMO energy (alpha / beta): 4.5 / 3.9 eV. The spin multiplicity is 2. The value obtained for the orbital gap (alpha / beta) is 6.19 / 6.34 eV.

Geometry as XYZ:
```
51
C22H17NO6S3SbZn (ωB97M-V/def2-TZVPD)
Zn 1.16209 0.90348 -2.14659
O 0.92083 0.71893 0.26653
C 2.05180 0.02100 0.76607
C 3.28328 0.21953 -0.18675
O 4.39156 -0.07269 0.26139
O 3.02504 0.69801 -1.32516
C 1.65182 -1.45865 0.78201
C 0.30325 -1.79505 0.83940
C -0.09022 -3.12463 0.85909
C 0.85742 -4.13721 0.83005
C 2.20405 -3.80606 0.76854
C 2.60077 -2.47618 0.74141
C 2.35235 0.47762 2.19875
C 1.55959 1.44037 2.81181
C 1.81343 1.85274 4.11650
C 2.85992 1.29773 4.83219
C 3.65002 0.32445 4.23093
C 3.39951 -0.08191 2.93136
H 1.12198 1.66662 0.18062
H -0.44473 -1.01793 0.81413
H -1.14696 -3.35954 0.86846
H 0.54893 -5.17648 0.83718
H 2.95510 -4.58598 0.72321
H 3.64696 -2.21648 0.65835
H 0.72224 1.86726 2.27821
H 1.18428 2.61153 4.56509
H 3.06124 1.61777 5.84791
H 4.47236 -0.12186 4.77750
H 4.03212 -0.82014 2.46378
S 0.58598 5.05637 -5.20386
Sb 0.08665 3.23816 -3.89120
S 1.14380 1.23209 -4.55173
S 0.87704 3.34397 -1.66907
O -4.36570 -1.43907 -0.96479
C -4.49654 -0.13798 -1.27826
C -5.76362 0.44777 -1.25623
C -5.91044 1.79169 -1.55558
C -4.80586 2.57350 -1.87912
C -3.55053 1.98398 -1.90800
C -3.37765 0.63615 -1.62007
C -2.00151 0.01208 -1.66592
O -1.92919 -1.20204 -1.31587
O -1.06478 0.75387 -2.02088
H -3.36150 -1.58391 -1.01009
H -6.61225 -0.17260 -0.99635
H -6.90004 2.23589 -1.53231
H -4.92001 3.62457 -2.10944
H -2.66488 2.55780 -2.15643
N 0.32041 -2.24490 -3.01739
C 0.97701 -1.42384 -2.53322
H -0.41644 -2.74982 -3.45612
```

---

Verdict on stability: model w comes out at the bottom.

---

Model w:
Entry from the Open Molecules 2025 dataset: C4H4N2OS as an isolated structure (ωB97M-V/def2-TZVPD).

The HOMO energy is -9.21 eV. As for the LUMO energy: 0.5 eV. The value obtained for the orbital gap is 9.74 eV.

Geometry as XYZ:
```
12
C4H4N2OS (ωB97M-V/def2-TZVPD)
C 0.38588 -1.17290 -0.19703
C 0.51547 -0.34865 -1.24720
C 0.84253 0.46816 -2.51320
C -0.03735 0.81104 -0.82321
H 0.53382 0.15754 2.85318
H 0.78598 -2.18856 0.03379
H 1.90340 0.81781 -2.45252
H 0.42789 0.16729 -3.49182
N -0.36401 -0.49492 0.74720
N -0.60756 0.86875 0.32661
O 0.16838 1.64102 -1.90973
S -0.52727 -0.82781 2.46890
```

---

Model x:
Entry from the Open Molecules 2025 dataset: one molecule with the formula C4H4N2OS (ωB97M-V/def2-TZVPD).

As for the SMILES: CC1=NC(=O)C(=S)N1. The HOMO energy is -9.15 eV. As for the LUMO energy: -1.3 eV. The value obtained for the orbital gap is 7.80 eV.

Geometry as XYZ:
```
12
C4H4N2OS (ωB97M-V/def2-TZVPD)
C -1.82757 -0.00083 0.64022
C -0.49416 -0.07611 -0.02884
N -0.31549 -0.51947 -1.22637
C 1.08417 -0.42068 -1.45269
O 1.67386 -0.72295 -2.45676
C 1.73635 0.17893 -0.18657
S 3.28980 0.51233 0.09572
N 0.66049 0.34244 0.63403
H -1.74489 0.39646 1.64283
H -2.25166 -1.00782 0.68966
H -2.50878 0.61366 0.08540
H 0.69788 0.70407 1.56338
```

---

Verdict on stability: model w comes out at the bottom.

---

Model w:
Entry from the Open Molecules 2025 dataset: a 2-piece molecular cluster, C4H12S2 overall (ωB97M-V/def2-TZVPD).

As for the charge: +1. The HOMO energy (alpha / beta) is -12.42 / -12.36 eV. As for the LUMO energy (alpha / beta): -3.3 / -8.4 eV. The spin multiplicity is 2. The value obtained for the orbital gap (alpha / beta) is 9.15 / 4.01 eV.

Geometry as XYZ:
```
18
C4H12S2 (ωB97M-V/def2-TZVPD)
C 2.00545 0.65079 2.19421
S 2.39247 1.48950 0.63032
H 2.50366 -0.30923 2.24453
H 2.34767 1.26602 3.01488
H 0.93648 0.50678 2.31887
H 1.17635 1.45295 0.10181
C -3.10703 -1.64219 0.20669
C -2.03317 -1.51955 -0.86510
S -0.97140 -0.11013 -0.57008
C 0.30436 -0.37384 -1.76240
H -3.76709 -2.46185 -0.05583
H -3.70711 -0.73780 0.26615
H -2.68787 -1.85256 1.18675
H -2.46983 -1.38084 -1.85878
H -1.34503 -2.37161 -0.89390
H 1.01973 -1.10009 -1.36117
H -0.15122 -0.75081 -2.68066
H 0.81682 0.57000 -1.93916
```

---

Model x:
Entry from the Open Molecules 2025 dataset: a 2-piece molecular cluster, C4H12S2 overall (ωB97M-V/def2-TZVPD).

As for the charge: +1. The HOMO energy (alpha / beta) is -14.61 / -12.80 eV. As for the LUMO energy (alpha / beta): -2.9 / -8.7 eV. The spin multiplicity is 2. The value obtained for the orbital gap (alpha / beta) is 11.67 / 4.06 eV.

Geometry as XYZ:
```
18
C4H12S2 (ωB97M-V/def2-TZVPD)
C 0.09184 1.07422 1.21165
C 0.74668 2.05634 2.18069
S -1.10812 0.02724 2.09690
H -0.46020 1.51862 0.38421
H 0.86122 0.40812 0.82694
H -0.02332 2.61101 2.71915
H -0.41616 -1.12403 2.16342
H 1.32537 2.80837 1.63461
H 1.46664 1.55595 2.82236
C -0.23745 -0.63620 -2.20764
C 0.36145 -1.71147 -1.30918
S -2.00534 -0.37301 -1.96479
H 0.19271 0.34642 -2.01504
H -0.04016 -0.81719 -3.26321
H 0.42792 -2.64974 -1.86813
H -2.40685 -1.65316 -1.89035
H -0.19763 -1.91018 -0.39981
H 1.42138 -1.53133 -1.12178
```

---

Verdict on stability: model x comes out at the bottom.